Entry 1:
28
Properties=species:S:1:pos:R:3:forces:R:3:nbo_charge:R:1 method="wB97M-V/def2-TZVPD" multiplicity=5 largest_force_ev_per_a=8.02 homo_lumo_gap_ev="5.2 / 7.7" de_lowest_ev=0.677 total_charge=-1
Rh 0.338 0.181 1.057 -4.75 -1.90 6.18 0.9512
Cl -0.268 -2.004 0.644 -0.70 -2.35 -0.46 -0.6724
Cl 0.780 2.051 2.408 0.50 2.09 1.37 -0.7029
C 2.027 0.172 0.376 4.90 -0.23 -2.45 -0.6437
H 2.670 1.040 0.536 0.17 -0.32 -0.12 0.1843
H 2.484 -0.751 0.020 0.30 0.17 -0.11 0.1797
C -0.442 1.286 -0.382 -3.79 3.16 -1.28 -0.4470
C 0.719 0.655 -0.828 4.15 0.61 -4.65 -0.2787
H -0.313 2.326 -0.003 -0.14 -0.76 -0.50 0.2219
C 0.682 -0.411 -1.953 -0.19 -0.05 0.57 -0.4226
H 1.404 1.457 -1.151 0.18 -0.13 -0.14 0.2062
C -0.586 -0.331 -2.803 0.11 0.25 -0.05 -0.3896
H 1.568 -0.271 -2.575 0.02 -0.05 -0.02 0.1928
H 0.748 -1.403 -1.488 -0.02 0.23 -0.25 0.2361
C -1.837 -0.182 -1.948 -0.06 -0.25 0.59 -0.4085
H -0.517 0.533 -3.474 0.01 0.09 -0.06 0.1741
H -0.668 -1.216 -3.444 0.02 0.03 0.05 0.1932
C -1.788 1.060 -1.043 0.32 -0.42 -0.01 -0.4059
H -2.722 -0.136 -2.584 -0.12 0.01 -0.07 0.1844
H -1.937 -1.075 -1.314 0.04 0.15 -0.14 0.2241
H -2.055 1.934 -1.639 -0.02 0.29 -0.21 0.1726
H -2.531 0.987 -0.257 -0.49 -0.08 0.03 0.2016
C 0.570 -1.313 3.714 -0.37 0.08 0.08 -0.2681
O -0.334 -0.429 3.037 -0.40 -0.17 1.81 -0.7427
H 0.655 -2.200 3.075 0.04 0.24 0.28 0.2195
H 0.119 -1.569 4.683 0.33 -0.13 -0.10 0.1557
H 1.551 -0.833 3.847 -0.22 -0.14 -0.03 0.1791
H -0.319 0.443 3.490 0.18 -0.43 -0.32 0.5056

=====

Entry 2:
32
Properties=species:S:1:pos:R:3:forces:R:3:nbo_charge:R:1 method="wB97M-V/def2-TZVPD" largest_force_ev_per_a=2.04 homo_lumo_gap_ev=11.2 smiles=ClCCCl.ClCCCl.ClCCCl.ClCCCl de_lowest_ev=1.275 total_charge=0
Cl 12.029 -6.527 4.400 -0.10 0.22 0.10 -0.0661
C 13.433 -6.889 5.443 -0.05 0.80 0.21 -0.3826
C 14.626 -5.979 5.148 0.31 -1.25 0.21 -0.3968
Cl 15.198 -6.307 3.509 0.18 0.38 -0.62 -0.0546
H 13.598 -7.953 5.275 0.50 0.27 0.21 0.2293
H 13.158 -6.679 6.477 -0.27 -0.30 -0.03 0.2191
H 15.467 -6.307 5.759 -0.18 0.02 0.31 0.2230
H 14.487 -4.916 5.348 -0.40 -0.15 -0.38 0.2285
Cl 23.528 -6.538 8.588 -0.91 -0.54 -1.06 -0.1230
C 23.043 -8.038 7.555 1.70 0.90 0.68 -0.3290
C 23.662 -9.173 8.353 -1.17 -0.18 -0.40 -0.3801
Cl 22.470 -9.709 9.628 1.01 0.14 -0.41 -0.0730
H 23.649 -7.975 6.652 -0.19 0.39 -0.09 0.2155
H 21.983 -8.023 7.299 0.18 -0.12 0.52 0.2370
H 24.607 -8.780 8.728 -0.30 -0.40 0.59 0.2352
H 23.894 -10.015 7.700 -0.33 -0.19 0.17 0.2176
Cl 15.344 -12.370 8.295 -0.04 0.03 -0.13 -0.0541
C 15.052 -13.572 7.014 0.66 -1.49 0.05 -0.3885
C 16.370 -14.320 6.653 -0.50 0.66 0.31 -0.3911
Cl 17.197 -13.279 5.464 0.53 -0.31 0.08 -0.0618
H 14.624 -13.069 6.147 0.08 -0.14 0.18 0.2298
H 14.374 -14.326 7.412 -0.25 0.28 0.04 0.2167
H 16.289 -15.334 6.260 -0.68 0.29 -0.52 0.2239
H 16.968 -14.499 7.547 0.20 0.67 -0.01 0.2252
Cl 8.573 2.836 6.433 0.30 0.71 0.95 -0.0265
C 8.704 1.654 5.174 -0.89 -1.20 -0.24 -0.4271
C 10.048 1.435 4.573 0.96 0.24 -0.28 -0.3568
Cl 11.307 0.809 5.749 -0.81 0.38 -0.54 -0.0816
H 7.956 1.979 4.451 0.39 -0.18 -0.46 0.2298
H 8.367 0.685 5.542 -0.16 0.13 0.31 0.2184
H 10.441 2.348 4.126 0.16 -0.09 0.18 0.2189
H 9.960 0.680 3.793 0.05 0.01 0.09 0.2249

=====

Entry 3:
32
Properties=species:S:1:pos:R:3:forces:R:3:nbo_charge:R:1 method="wB97M-V/def2-TZVPD" largest_force_ev_per_a=1.50 homo_lumo_gap_ev=10.8 smiles=ClCCCl.ClCCCl.ClCCCl.ClCCCl de_lowest_ev=0.933 total_charge=0
Cl 15.521 -26.558 20.052 -0.11 -0.13 0.43 -0.0575
C 17.228 -26.758 20.538 0.52 -0.43 -0.27 -0.3867
C 17.479 -27.276 21.964 -0.71 0.60 -0.57 -0.3846
Cl 16.807 -28.927 22.213 0.15 0.58 0.00 -0.0614
H 17.653 -25.764 20.402 0.23 -0.16 0.22 0.2238
H 17.640 -27.433 19.788 0.14 0.07 0.15 0.2186
H 17.005 -26.541 22.613 -0.18 -0.49 0.40 0.2202
H 18.537 -27.309 22.226 -0.04 -0.04 -0.36 0.2275
Cl 25.577 -22.099 23.818 -0.28 0.50 0.73 -0.0418
C 25.319 -23.392 22.668 0.71 -0.37 -0.96 -0.4063
C 24.548 -22.916 21.435 0.36 -0.93 0.32 -0.3866
Cl 22.826 -22.663 21.825 0.16 0.36 -0.10 -0.0581
H 24.933 -24.296 23.139 -0.45 0.37 0.07 0.2252
H 26.339 -23.645 22.381 -0.08 -0.12 -0.41 0.2210
H 24.552 -23.693 20.671 0.08 -0.09 0.12 0.2213
H 25.051 -22.052 20.999 -0.50 0.28 0.24 0.2256
Cl 20.557 -22.208 29.650 -0.38 0.10 -0.44 -0.0534
C 20.634 -21.791 27.911 0.00 0.67 -0.69 -0.3832
C 19.334 -21.364 27.198 0.57 0.40 1.33 -0.4123
Cl 18.245 -22.706 27.071 -0.78 -1.14 -0.50 -0.0392
H 21.065 -22.644 27.385 -0.06 0.04 0.13 0.2210
H 21.320 -20.948 27.828 0.10 -0.10 0.10 0.2176
H 19.571 -20.936 26.224 0.04 -0.26 -0.02 0.2248
H 18.746 -20.641 27.762 0.53 0.28 0.07 0.2247
Cl 14.143 -36.261 23.890 0.76 0.30 -0.10 -0.0520
C 14.780 -34.628 24.277 -0.58 0.95 0.09 -0.3913
C 14.063 -34.141 25.537 -0.42 -0.63 -0.47 -0.3750
Cl 12.297 -34.006 25.181 0.19 0.23 0.18 -0.0776
H 14.553 -33.960 23.446 -0.29 -0.21 -0.08 0.2216
H 15.863 -34.546 24.372 0.01 -0.78 0.28 0.2242
H 14.375 -33.164 25.906 0.20 -0.23 -0.12 0.2277
H 14.134 -34.933 26.283 0.13 0.38 0.21 0.2225

=====

Entry 4:
31
Properties=species:S:1:pos:R:3:forces:R:3:lowdin_charge:R:1 method="wB97M-V/def2-TZVPD" largest_force_ev_per_a=1.56 homo_lumo_gap_ev=10.3 de_lowest_ev=0.636 total_charge=+1
Cs 2.337 1.359 3.077 -0.16 -0.02 0.13 1.0923
C 0.790 -2.253 -1.591 -0.03 0.14 0.64 -0.1974
C -0.010 -3.342 -0.847 0.46 -0.56 -0.59 -0.2097
C -0.336 -2.830 0.554 -0.65 0.26 -0.88 -0.2088
S 1.117 -1.905 1.059 -0.18 0.62 -0.75 0.6977
O 1.972 -2.701 1.905 -0.18 0.44 0.03 -0.3090
O 0.693 -0.560 1.493 0.51 -0.93 -0.09 -0.5080
C 1.883 -1.786 -0.634 -0.05 -0.69 1.22 -0.1871
H 0.145 -1.397 -1.796 -0.08 -0.07 -0.25 0.1067
H 1.198 -2.644 -2.517 0.03 0.12 -0.10 0.1232
H 0.568 -4.270 -0.826 0.18 0.14 0.26 0.1250
H -0.892 -3.618 -1.425 -0.23 0.24 0.25 0.1234
H -0.669 -3.590 1.253 0.43 0.00 0.24 0.1177
H -1.151 -2.115 0.423 0.13 0.20 0.36 0.1008
H 2.699 -2.500 -0.504 -0.01 -0.08 -0.38 0.1044
H 2.320 -0.801 -0.775 -0.28 0.14 -0.05 0.0965
C -1.305 1.293 -0.628 0.19 -0.10 -0.13 -0.1893
C 0.106 1.911 -0.712 0.46 0.50 -0.81 -0.2176
C 0.029 3.332 -0.169 0.22 0.09 0.03 -0.2269
S -0.982 3.183 1.278 -1.49 -0.44 0.13 0.6839
O -1.758 4.377 1.524 0.70 -0.61 -0.02 -0.2948
O -0.238 2.563 2.362 0.66 0.34 0.06 -0.4967
C -2.033 1.856 0.584 -0.30 1.12 0.46 -0.1880
H -1.240 0.211 -0.549 0.01 -0.03 -0.06 0.0859
H -1.838 1.530 -1.549 -0.09 -0.01 0.08 0.1238
H 0.448 2.015 -1.747 -0.22 -0.27 -0.02 0.1228
H 0.887 1.326 -0.231 -0.24 -0.09 0.42 0.0789
H -0.507 3.998 -0.847 -0.08 -0.04 0.03 0.1216
H 0.984 3.798 0.067 -0.01 -0.06 0.13 0.1144
H -2.949 2.423 0.400 -0.04 -0.33 -0.47 0.1058
H -2.269 1.140 1.366 0.33 -0.01 0.12 0.1085

=====

Entry 5:
31
Properties=species:S:1:pos:R:3:forces:R:3:nbo_charge:R:1 method="wB97M-V/def2-TZVPD" largest_force_ev_per_a=4.19 homo_lumo_gap_ev=8.6 de_lowest_ev=2.327 total_charge=+1
Cs 3.030 -12.239 -18.093 -0.08 0.16 0.09 0.9990
C -3.479 -12.050 -13.150 0.85 -1.02 -0.60 -0.4129
C -3.590 -13.395 -13.969 0.55 0.04 -0.13 -0.4187
C -3.461 -13.136 -15.466 -0.80 1.97 0.12 -0.6123
S -2.914 -11.319 -15.647 -0.77 -3.98 -1.05 2.0811
O -3.642 -10.881 -16.845 1.40 0.79 1.51 -0.9066
O -1.448 -11.407 -15.546 -1.17 1.26 -0.15 -0.9548
C -3.645 -10.807 -14.065 0.10 -0.03 0.82 -0.6540
H -2.460 -12.044 -12.764 0.07 0.27 -0.05 0.2185
H -4.089 -12.159 -12.253 -0.42 0.71 -0.32 0.2417
H -4.523 -13.910 -13.741 0.04 0.06 -0.09 0.2215
H -2.768 -14.060 -13.702 -0.14 0.04 0.43 0.2175
H -4.456 -13.122 -15.911 0.11 -0.04 -0.24 0.2306
H -2.806 -13.762 -16.072 0.13 0.16 0.31 0.2380
H -4.670 -10.463 -14.203 0.01 -0.28 -0.34 0.2558
H -3.082 -9.975 -13.642 0.11 0.03 -0.26 0.2554
C 0.057 -5.491 -16.015 0.37 0.59 -0.95 -0.4101
C 0.183 -5.386 -14.498 0.03 -1.44 -0.11 -0.4060
C 1.492 -6.141 -14.140 1.01 1.08 0.23 -0.6607
S 2.595 -6.229 -15.635 -0.43 1.17 0.69 2.1284
O 2.660 -7.567 -16.180 -0.19 -0.21 0.13 -0.9696
O 3.837 -5.525 -15.358 -0.79 -0.53 -0.29 -0.9259
C 1.465 -5.200 -16.615 0.09 -0.59 0.80 -0.6505
H -0.644 -4.792 -16.470 -0.08 0.15 0.27 0.2321
H -0.299 -6.476 -16.315 0.23 -0.17 0.07 0.2188
H -0.649 -5.854 -13.972 -0.14 -0.04 -0.22 0.2292
H 0.219 -4.365 -14.118 0.23 0.02 -0.32 0.2204
H 1.543 -7.125 -13.674 -0.72 0.01 -0.16 0.2473
H 1.957 -5.424 -13.463 0.78 -0.50 0.03 0.2525
H 1.609 -5.401 -17.676 -0.10 0.06 0.13 0.2531
H 1.831 -4.216 -16.323 -0.29 0.27 -0.36 0.2412

=====

Entry 6:
39
Properties=species:S:1:pos:R:3:forces:R:3:nbo_charge:R:1 method="wB97M-V/def2-TZVPD" multiplicity=2 largest_force_ev_per_a=4.80 homo_lumo_gap_ev="3.6 / 3.6" total_charge=-3
Hg 24.608 -5.065 -23.588 -0.11 1.10 -2.96 1.6846
O 25.044 -2.965 -24.282 -0.32 0.35 0.41 -0.7961
H 25.129 -2.528 -23.413 -0.10 -0.23 -0.40 0.4030
O 26.762 -5.171 -24.326 2.89 -0.64 -0.73 -1.0183
C 28.203 -5.449 -24.427 -1.94 0.75 1.79 -0.0564
C 29.197 -4.237 -24.448 -2.57 3.22 -1.25 -0.0729
O 28.669 -3.018 -25.067 2.03 -2.41 1.15 -0.9829
H 28.617 -6.176 -25.126 -0.89 -0.33 -1.27 0.0863
H 28.466 -5.942 -23.492 0.35 -0.51 0.85 0.0717
H 30.174 -4.567 -24.801 0.58 -0.58 -1.23 0.0597
H 29.528 -4.060 -23.425 -0.37 0.50 1.37 0.0381
O 23.232 -5.691 -25.651 -0.49 1.29 0.42 -0.9278
C 22.012 -5.787 -24.978 2.06 -0.91 -0.12 -0.0983
C 21.539 -4.543 -24.108 2.17 0.98 -0.73 -0.1171
O 22.507 -3.842 -23.363 0.07 -1.48 0.70 -0.7560
H 22.235 -6.740 -24.498 -1.08 -0.12 1.77 0.1471
H 21.170 -6.065 -25.612 -0.77 0.44 -0.75 0.0765
H 20.660 -4.819 -23.525 -0.25 -0.22 0.31 0.1214
H 21.338 -3.756 -24.834 -1.15 -0.20 -0.84 0.1255
C 24.561 -8.395 -20.153 -1.67 0.90 -1.42 0.7162
F 24.107 -8.877 -18.994 -0.70 -0.24 0.41 -0.3420
F 25.560 -7.636 -19.898 2.09 2.85 1.36 -0.3200
F 25.089 -9.349 -20.834 0.54 -3.36 -1.60 -0.3293
S 23.300 -7.498 -21.243 -3.67 0.88 -0.70 2.3021
O 23.971 -6.756 -22.313 0.25 -2.60 1.48 -1.0112
O 22.342 -8.535 -21.734 2.28 0.96 1.02 -0.9897
O 22.701 -6.584 -20.280 0.44 -0.66 0.32 -1.0019
C 26.620 -4.216 -21.154 -3.80 -2.23 -1.89 0.5675
O 25.412 -4.336 -21.516 3.31 1.18 2.20 -0.6844
N 27.237 -3.117 -20.795 0.59 1.73 0.29 -0.4175
C 28.609 -3.234 -20.367 -0.05 0.84 0.56 -0.3896
C 26.657 -1.790 -20.944 -0.12 0.40 0.26 -0.4215
H 27.283 -5.094 -21.122 -0.24 -0.01 -0.10 0.1304
H 28.961 -4.262 -20.443 -0.05 0.21 -0.08 0.2183
H 28.623 -2.889 -19.334 0.32 -0.24 0.47 0.1555
H 29.280 -2.552 -20.889 -0.07 -0.18 -0.52 0.2035
H 27.292 -1.151 -21.556 -0.28 -0.42 -0.87 0.2104
H 25.602 -1.840 -21.213 0.34 -0.36 -0.82 0.2533
H 26.582 -1.153 -20.062 0.40 -0.62 1.13 0.1619

=====

Electronic energy? In order: -1420.45001 -3995.92982 -3995.94237 -1431.70432 -1431.64221 -1897.07213 a.u..